No. 1
The following is a quantum chemistry calculation of a 2-piece molecular cluster, C4H12 overall at a distorted geometry, from the OMol25 dataset.

Each atom is followed by the atoms it is bonded to, with distances in Å.
Geometry (Å):
1 C -1.7550 -1.4418 -0.7664  C2 1.526, H3 1.084, H4 1.091, H5 1.094
2 C -1.5571 -1.3149 -2.2739  C1 1.526, H6 1.093, H7 1.091, H8 1.083
3 H -2.3279 -2.3284 -0.5218  C1 1.084
4 H -0.8035 -1.4320 -0.2324  C1 1.091
5 H -2.3536 -0.6252 -0.3511  C1 1.094
6 H -0.5991 -1.6992 -2.6334  C2 1.093
7 H -1.5506 -0.2736 -2.6007  C2 1.091
8 H -2.3341 -1.8217 -2.8327  C2 1.083
9 C 2.0456 0.8707 1.1149  C10 1.519, H11 1.083, H12 1.083, H13 1.103
10 C 1.2566 1.8969 1.9094  C9 1.519, H14 1.096, H15 1.093, H16 1.083
11 H 1.9532 1.0462 0.0504  C9 1.083
12 H 3.0750 0.8301 1.4483  C9 1.083
13 H 1.6591 -0.1463 1.2944  C9 1.103
14 H 1.3321 1.7129 2.9872  C10 1.096
15 H 0.1850 1.8672 1.6945  C10 1.093
16 H 1.6210 2.8988 1.7169  C10 1.083

HOMO, eV: -11.73
Charge: 0
Gap between HOMO and LUMO, eV: 12.799
Energy above the lowest of the compared OMol25 structures with the same formula, charge and spin, kJ/mol: 12.4
Structure (SMILES): CC.CC
DFT total energy, Ha: -159.58024

Results of the Löwdin charge analysis, in e, for atoms 1 through 5:
1 C -0.17
2 C -0.17
3 H 0.06
4 H 0.05
5 H 0.06

=====

No. 2
The following is a quantum chemistry calculation of a 3-piece molecular cluster, C50H51Br3FN2O12P2 overall at a distorted geometry, from the OMol25 dataset.

Each atom is followed by the atoms it is bonded to, with distances in Å.
Geometry (Å):
1 C 4.1781 1.1686 0.5060  O2 1.448, H39 1.156, H40 1.147, H41 1.150
2 O 4.3255 2.1630 -0.5357  C1 1.448, C3 1.471
3 C 5.6786 2.0802 -1.1074  O2 1.471, C4 1.627, H42 1.148, H43 1.148
4 C 6.3591 3.5497 -1.2643  C3 1.627, C5 1.611, H44 1.160, H45 1.143
5 C 7.1769 3.9085 0.0771  C4 1.611, C6 1.620, H46 1.158, H47 1.145
6 C 6.7234 5.3009 0.7707  C5 1.620, C7 1.637, H48 1.152, H49 1.143
7 C 5.5215 5.0853 1.8613  C6 1.637, C8 1.608, H50 1.154, H51 1.143
8 C 4.1468 5.2205 1.0389  C7 1.608, C9 1.620, H52 1.157, H53 1.143
9 C 2.8345 4.7544 1.8676  C8 1.620, O10 1.460, H54 1.145, H55 1.147
10 O 2.0160 3.7647 1.1740  C9 1.460, C11 1.412
11 C 1.1102 4.3535 0.2655  O10 1.412, O12 1.270, C13 1.623
12 O 1.4645 5.2114 -0.6020  C11 1.270
13 C -0.4732 3.9985 0.2356  C11 1.623, C14 1.577, C35 1.587
14 C -1.1402 3.2270 -0.9674  C13 1.577, C15 1.599, C20 1.586
15 C -0.2099 2.7564 -2.1799  C14 1.599, Br16 2.019, C17 1.641, H56 1.159
16 Br -0.7237 3.6096 -3.9356  C15 2.019
17 C -0.1029 1.1241 -2.3091  C15 1.641, C18 1.606, Br19 2.002, H57 1.142
18 C -0.6668 0.3487 -1.0208  C17 1.606, H58 1.158, H59 1.159, H60 1.147
19 Br 1.7743 0.5767 -2.7387  C17 2.002
20 C -2.7026 2.9665 -0.8816  C14 1.586, C21 1.594, N26 1.465
21 C -3.3778 2.2269 -2.1215  C20 1.594, C22 1.636, H61 1.161, H62 1.139
22 C -4.4261 3.1593 -2.9639  C21 1.636, O23 1.453, C24 1.617, H63 1.160
23 O -4.6550 4.4568 -2.3518  C22 1.453, H64 0.983
24 C -4.1041 3.2268 -4.5467  C22 1.617, N25 1.510, H65 1.146, H66 1.159
25 N -3.7356 4.6090 -5.0312  C24 1.510, H67 1.043, H68 1.032
26 N -3.4792 3.3879 0.2868  C20 1.465, C27 1.505, C31 1.474
27 C -4.9525 3.1173 0.4296  N26 1.505, C28 1.629, H69 1.158, H70 1.155
28 C -5.2390 1.9021 1.4757  C27 1.629, O29 1.243, F30 1.421
29 O -6.4317 1.6452 1.7134  C28 1.243
30 F -4.1215 1.2250 2.0354  C28 1.421
31 C -2.8706 4.1097 1.4185  N26 1.474, P32 1.934, C35 1.558
32 P -3.9562 4.6849 2.9118  C31 1.934, O33 1.734, Br34 2.300
33 O -3.0811 4.3957 4.3808  P32 1.734, H71 0.997
34 Br -4.3781 6.9348 2.6851  P32 2.300
35 C -1.3571 4.4785 1.4638  C13 1.587, C31 1.558, P36 1.891
36 P -0.4267 5.3983 2.8288  C35 1.891, O37 1.710, O38 1.713
37 O -1.1320 6.9079 3.2137  P36 1.710, H72 0.994
38 O -0.1260 4.4216 4.2032  P36 1.713, H73 0.996
39 H 4.6860 1.5285 1.4798  C1 1.156
40 H 3.0716 0.9705 0.7336  C1 1.147
41 H 4.6528 0.1562 0.2380  C1 1.150
42 H 5.5946 1.5299 -2.1119  C3 1.148
43 H 6.3198 1.4494 -0.3938  C3 1.148
44 H 7.0860 3.4503 -2.1627  C4 1.160
45 H 5.5792 4.3244 -1.5760  C4 1.143
46 H 8.2977 4.0052 -0.1988  C5 1.158
47 H 7.0264 3.0746 0.8479  C5 1.145
48 H 6.2838 5.9482 -0.0749  C6 1.152
49 H 7.6032 5.8750 1.2204  C6 1.143
50 H 5.6123 5.9690 2.5970  C7 1.154
51 H 5.6408 4.1002 2.4287  C7 1.143
52 H 4.0238 6.3421 0.7823  C8 1.157
53 H 4.1943 4.6534 0.0482  C8 1.143
54 H 3.1530 4.2919 2.8651  C9 1.145
55 H 2.2508 5.7118 2.1112  C9 1.147
56 H 0.8896 3.0924 -2.0332  C15 1.159
57 H -0.7485 0.8228 -3.2014  C17 1.142
58 H -1.8222 0.2764 -0.9943  C18 1.158
59 H -0.3080 -0.7507 -1.1038  C18 1.159
60 H -0.2560 0.7317 -0.0207  C18 1.147
61 H -3.9657 1.3270 -1.6817  C21 1.161
62 H -2.6552 1.7857 -2.8831  C21 1.139
63 H -5.4412 2.6049 -2.8816  C22 1.160
64 H -3.8310 4.9912 -2.3219  O23 0.983
65 H -3.2887 2.4993 -4.8929  C24 1.146
66 H -5.0659 2.9496 -5.1313  C24 1.159
67 H -3.0872 4.4552 -5.8336  N25 1.043
68 H -3.1522 5.1044 -4.3383  N25 1.032
69 H -5.5524 4.0671 0.7094  C27 1.158
70 H -5.4385 2.7564 -0.5545  C27 1.155
71 H -3.2614 5.1791 4.9706  O33 0.997
72 H -0.3798 7.4846 3.5137  O37 0.994
73 H -0.2254 5.0011 5.0072  O38 0.996
74 C 3.0585 -6.8106 0.3236  C75 1.393, C79 1.391, H90 1.085
75 C 3.9845 -5.8458 -0.0674  C74 1.393, C76 1.391, H91 1.085
76 C 3.9989 -4.6015 0.5541  C75 1.391, C77 1.395, H92 1.086
77 C 3.0777 -4.3139 1.5620  C76 1.395, C78 1.395, C88 1.479
78 C 2.1347 -5.2718 1.9365  C77 1.395, C79 1.396, C80 1.480
79 C 2.1343 -6.5256 1.3229  C74 1.391, C78 1.396, H93 1.086
80 C 1.1204 -4.9625 2.9691  C78 1.480, O81 1.219, C82 1.480
81 O 0.2981 -5.7999 3.2992  C80 1.219
82 C 1.1137 -3.6179 3.5882  C80 1.480, C83 1.396, C87 1.394
83 C 0.1279 -3.2922 4.5215  C82 1.396, C84 1.391, H94 1.086
84 C 0.1218 -2.0354 5.1182  C83 1.391, C85 1.393, H95 1.086
85 C 1.1046 -1.1032 4.7922  C84 1.393, C86 1.391, H96 1.086
86 C 2.0850 -1.4220 3.8587  C85 1.391, C87 1.396, H97 1.086
87 C 2.0854 -2.6774 3.2477  C82 1.394, C86 1.396, C88 1.480
88 C 3.1118 -2.9940 2.2294  C77 1.479, C87 1.480, O89 1.220
89 O 3.9695 -2.1757 1.9405  C88 1.220
90 H 3.0538 -7.7844 -0.1555  C74 1.085
91 H 4.6972 -6.0648 -0.8561  C75 1.085
92 H 4.7262 -3.8557 0.2485  C76 1.086
93 H 1.4119 -7.2798 1.6191  C79 1.086
94 H -0.6392 -4.0148 4.7827  C83 1.086
95 H -0.6487 -1.7826 5.8398  C84 1.086
96 H 1.1037 -0.1252 5.2633  C85 1.086
97 H 2.8455 -0.6896 3.6053  C86 1.086
98 C -4.3727 -5.0318 1.1982  C99 1.393, C103 1.391, H114 1.086
99 C -3.1673 -5.6167 1.5809  C98 1.393, C100 1.391, H115 1.086
100 C -2.3947 -6.2955 0.6448  C99 1.391, C101 1.395, H116 1.086
101 C -2.8313 -6.4020 -0.6761  C100 1.395, C102 1.395, C112 1.480
102 C -4.0498 -5.8373 -1.0538  C101 1.395, C103 1.396, C104 1.481
103 C -4.8149 -5.1415 -0.1160  C98 1.391, C102 1.396, H117 1.086
104 C -4.5481 -5.9854 -2.4402  C102 1.481, O105 1.220, C106 1.480
105 O -5.6114 -5.4887 -2.7720  C104 1.220
106 C -3.7401 -6.7526 -3.4144  C104 1.480, C107 1.396, C111 1.395
107 C -4.2236 -6.9498 -4.7091  C106 1.396, C108 1.391, H118 1.086
108 C -3.4649 -7.6583 -5.6354  C107 1.391, C109 1.393, H119 1.085
109 C -2.2176 -8.1641 -5.2755  C108 1.393, C110 1.391, H120 1.085
110 C -1.7348 -7.9746 -3.9851  C109 1.391, C111 1.396, H121 1.086
111 C -2.4999 -7.2764 -3.0490  C106 1.395, C110 1.396, C112 1.480
112 C -1.9929 -7.1111 -1.6686  C101 1.480, C111 1.480, O113 1.220
113 O -0.9027 -7.5571 -1.3512  C112 1.220
114 H -4.9711 -4.4943 1.9272  C98 1.086
115 H -2.8285 -5.5417 2.6095  C99 1.086
116 H -1.4538 -6.7445 0.9486  C100 1.086
117 H -5.7576 -4.6884 -0.4068  C103 1.086
118 H -5.1933 -6.5558 -4.9976  C107 1.086
119 H -3.8452 -7.8149 -6.6400  C108 1.085
120 H -1.6230 -8.7106 -6.0007  C109 1.085
121 H -0.7643 -8.3753 -3.7094  C110 1.086

HOMO, eV: -11.07
Charge: +1
Gap between HOMO and LUMO, eV: 5.913
Energy above the lowest of the compared OMol25 structures with the same formula, charge and spin, kJ/mol: 0.0
DFT total energy, Ha: -11452.40382

Results of the Löwdin charge analysis, in e, for atoms 1 through 5:
1 C -0.14
2 O -0.28
3 C -0.20
4 C -0.16
5 C -0.19